1.
ORCA calculation (ωB97M-V/def2-TZVPD) on a 7-piece molecular cluster, C30H45N7 overall.

Geometry as XYZ:
```
82
Properties=species:S:1:pos:R:3:mulliken_spin:R:1
N 0.970 0.416 1.922 0.00
C 0.803 1.079 3.134 0.00
C 2.044 1.138 3.695 0.00
C 3.033 0.594 2.889 0.00
C 2.305 0.072 1.771 0.00
H 0.288 0.264 1.192 0.00
H -0.126 1.569 3.386 0.00
H 2.283 1.517 4.678 0.00
H 4.084 0.546 3.133 0.00
H 2.726 -0.435 0.915 0.00
N -0.004 -1.633 4.276 0.00
C 0.570 -2.892 4.404 0.00
C -0.441 -3.792 4.850 0.00
C -1.650 -3.029 4.880 0.00
C -1.354 -1.785 4.496 0.00
H 0.419 -0.810 3.871 0.00
H 1.585 -3.178 4.170 0.00
H -0.256 -4.793 5.212 0.00
H -2.612 -3.381 5.225 0.00
H -2.039 -0.990 4.239 0.00
N 4.225 2.165 -5.821 -0.05
C 3.826 1.854 -4.531 0.38
C 3.284 3.021 -3.938 0.04
C 3.321 4.028 -4.951 0.15
C 3.871 3.401 -6.127 0.40
H 4.503 1.371 -6.381 0.00
H 3.866 0.864 -4.103 0.03
H 2.771 3.207 -3.006 0.01
H 3.049 5.067 -4.832 0.01
H 4.009 4.004 -7.012 0.02
N 2.314 4.703 0.207 0.00
C 1.052 4.511 -0.257 0.00
C 0.887 5.259 -1.376 0.00
C 2.103 5.883 -1.639 0.00
C 2.962 5.522 -0.637 0.00
H 2.621 4.206 1.030 0.00
H 0.364 3.917 0.326 0.00
H 0.010 5.154 -1.998 0.00
H 2.299 6.430 -2.549 0.00
H 4.030 5.684 -0.631 0.00
N -7.436 -1.231 1.290 0.00
C -6.703 -1.065 0.123 0.00
C -5.359 -0.832 0.407 0.00
C -5.267 -0.923 1.814 0.00
C -6.579 -1.170 2.309 0.00
H -8.434 -1.376 1.239 0.00
H -7.278 -1.092 -0.791 0.00
H -4.572 -0.598 -0.294 0.00
H -4.380 -0.776 2.412 0.00
H -6.913 -1.289 3.329 0.00
N 2.159 -5.342 -1.299 0.00
C 2.907 -4.919 -2.362 0.00
C 2.158 -3.960 -2.957 0.00
C 0.804 -4.021 -2.458 0.00
C 0.878 -4.948 -1.409 0.00
H 2.505 -5.891 -0.524 0.00
H 3.920 -5.247 -2.543 0.00
H 2.582 -3.301 -3.700 0.00
H -0.077 -3.465 -2.741 0.00
H 0.121 -5.295 -0.721 0.00
C -1.061 -2.606 0.741 0.00
C -1.742 -1.346 0.153 0.00
N -0.812 -0.168 -0.134 0.00
C -0.086 -0.521 -1.384 0.00
C 0.600 0.743 -2.015 0.00
C -1.615 1.081 -0.109 0.00
C -2.460 1.455 1.152 0.00
H -1.719 -3.381 1.134 0.00
H -0.498 -2.237 1.598 0.00
H -0.408 -3.111 0.028 0.00
H -2.238 -1.805 -0.702 0.00
H -2.456 -1.012 0.907 0.00
H 0.627 -1.214 -0.937 0.00
H -0.730 -1.038 -2.095 0.00
H 1.267 0.462 -2.830 0.00
H -0.099 1.440 -2.478 0.00
H 1.286 1.337 -1.411 0.00
H -2.235 1.269 -0.986 0.00
H -0.888 1.892 -0.080 0.00
H -3.378 0.866 1.139 0.00
H -2.591 2.533 1.058 0.00
H -1.796 1.377 2.012 0.00
```

Summary:
E_LUMO (spin up / spin down): -3.560 / -7.579 eV
Spin multiplicity: 2
Charge: +1
Calculated total energy: -42258.747 eV
HOMO energy (spin up / spin down): -0.3385 / -0.3385 hartree
<S²>: 0.764
Kohn-Sham gap (spin up / spin down): 0.2077 / 0.0600 Ha

***

2.
ORCA calculation (ωB97M-V/def2-TZVPD) on a 2-piece molecular cluster, H4O2 overall.

Geometry as XYZ:
```
6
Properties=species:S:1:pos:R:3:mulliken_charge:R:1
O 0.536 -0.877 0.505 -0.72
H 1.258 -0.283 0.709 0.36
H -0.142 -0.660 1.144 0.33
O -0.489 0.789 -1.126 -0.67
H -1.042 1.077 -0.400 0.28
H -0.122 -0.045 -0.832 0.41
```

Summary:
E_LUMO: 0.600 eV
Calculated total energy: -4159.677 eV
HOMO energy: -0.4006 hartree
Kohn-Sham gap: 0.4226 Ha
Energy relative to the best compared isomer or geometry (same formula, charge and spin): 6.0 kcal/mol

***

3.
ORCA calculation (ωB97M-V/def2-TZVPD) on an isolated molecule of CH2ClNO.

Geometry as XYZ:
```
6
Properties=species:S:1:pos:R:3:mulliken_charge:R:1
C 1.063 0.051 0.000 -0.14
N -0.166 0.394 0.114 -0.27
O -2.755 0.304 0.014 -0.50
Cl -1.555 -0.626 0.084 0.44
H 1.847 0.880 0.061 0.24
H 1.565 -1.004 -0.272 0.22
```

Summary:
E_LUMO: 0.347 eV
Calculated total energy: -17123.854 eV
HOMO energy: -0.3435 hartree
Kohn-Sham gap: 0.3562 Ha
Energy relative to the best compared isomer or geometry (same formula, charge and spin): 132.2 kcal/mol

***

4.
ORCA calculation (ωB97M-V/def2-TZVPD) on a 2-piece molecular cluster, C2HNO overall.

Geometry as XYZ:
```
5
Properties=species:S:1:pos:R:3:mulliken_charge:R:1
C 0.171 0.373 -0.309 0.13
C 0.295 -1.441 0.683 0.03
N 0.584 -2.536 0.610 -0.34
O -0.518 1.526 -0.110 -0.27
H -0.533 2.078 -0.873 0.44
```

Summary:
E_LUMO: -1.501 eV
Calculated total energy: -5621.341 eV
HOMO energy: -0.3782 hartree
Kohn-Sham gap: 0.3230 Ha
Energy relative to the best compared isomer or geometry (same formula, charge and spin): 120.8 kcal/mol

***

5.
ORCA calculation (ωB97M-V/def2-TZVPD) on an isolated molecule of C4H5N3O3.

Geometry as XYZ:
```
15
Properties=species:S:1:pos:R:3:mulliken_charge:R:1
C 2.327 0.235 -0.042 0.34
C 0.399 -1.012 -0.096 0.40
C -1.154 0.921 -0.106 0.70
C -2.236 -0.070 0.182 -1.04
N 1.752 -1.085 0.052 -0.11
N 1.288 1.084 -0.308 -0.19
N 0.114 0.355 -0.427 0.16
O 3.465 0.494 0.191 -0.55
O -0.386 -1.920 0.029 -0.59
O -1.211 2.094 -0.237 -0.56
H -3.249 0.201 0.360 0.36
H -2.038 -0.722 1.056 0.29
H -2.222 -0.641 -0.769 0.28
H 2.023 -2.006 0.389 0.26
H 1.128 2.073 -0.274 0.23
```

Summary:
E_LUMO: 0.522 eV
Calculated total energy: -14841.830 eV
HOMO energy: -0.3560 hartree
Kohn-Sham gap: 0.3751 Ha
Energy relative to the best compared isomer or geometry (same formula, charge and spin): 22.1 kcal/mol

***

6.
ORCA calculation (ωB97M-V/def2-TZVPD) on C31H33N3O3PbS2 as an isolated structure.

Geometry as XYZ:
```
73
Properties=species:S:1:pos:R:3:mulliken_charge:R:1
Pb 0.036 -0.291 -0.585 0.31
O 2.556 -5.954 5.492 -0.52
C 2.375 -5.738 4.157 0.62
O 2.712 -6.592 3.397 -0.56
C 1.751 -4.440 3.761 1.05
C 1.371 -3.458 4.672 -0.86
C 0.771 -2.288 4.251 -0.67
C 0.522 -2.066 2.895 -0.01
C 0.936 -3.029 1.968 -0.16
C 1.537 -4.198 2.405 -0.74
N -0.061 -0.885 2.421 0.43
C -0.904 -0.241 3.086 -0.71
C -1.482 1.056 2.659 0.61
C -2.509 1.604 3.415 -0.87
C -3.083 2.799 3.011 -0.32
C -2.625 3.399 1.855 -0.70
C -1.597 2.776 1.155 -0.20
N -1.030 1.648 1.557 0.23
H 2.252 -5.184 5.986 0.26
H 1.537 -3.571 5.739 0.14
H 0.525 -1.520 4.974 0.48
H 0.786 -2.844 0.901 0.07
H 1.856 -4.944 1.688 0.50
H -1.323 -0.663 4.010 0.41
H -2.855 1.088 4.303 0.36
H -3.882 3.249 3.586 0.40
H -3.050 4.326 1.494 0.38
H -1.212 3.190 0.227 0.38
S -0.492 1.269 -2.752 -0.43
C -2.064 0.693 -3.322 0.54
C -2.509 1.188 -4.563 -0.69
C -3.720 0.823 -5.128 -0.45
C -4.547 -0.065 -4.447 -0.55
C -4.134 -0.563 -3.222 -0.55
C -2.904 -0.215 -2.633 0.14
S -2.549 -0.954 -1.064 -0.48
H -1.860 1.885 -5.082 0.34
H -4.009 1.217 -6.096 0.32
H -5.499 -0.369 -4.868 0.31
H -4.770 -1.253 -2.677 0.32
O 2.518 1.978 1.063 -0.69
H 2.416 1.893 0.108 0.34
H 1.880 1.341 1.408 0.33
C 4.405 -1.054 -1.677 -1.50
C 4.283 -2.560 -1.429 0.21
C 4.137 -2.837 0.075 -0.88
C 3.169 -3.226 -2.224 0.54
C 3.481 -4.406 -2.884 -0.54
C 2.561 -5.113 -3.661 -1.40
C 1.286 -4.552 -3.801 0.02
C 0.907 -3.387 -3.159 -0.69
C -0.484 -2.827 -3.387 2.76
C -1.586 -3.794 -2.939 -1.48
C -0.705 -2.400 -4.841 -1.53
C 1.807 -2.697 -2.233 1.43
N 1.454 -1.695 -1.435 -0.91
H 5.211 -0.622 -1.068 0.47
H 3.457 -0.577 -1.425 0.07
H 4.619 -0.854 -2.732 0.35
H 5.220 -3.022 -1.765 0.38
H 3.209 -2.383 0.432 -0.25
H 4.980 -2.418 0.643 0.48
H 4.094 -3.915 0.263 0.29
H 4.499 -4.793 -2.796 0.22
H 2.831 -6.043 -4.151 0.30
H 0.561 -5.058 -4.440 0.25
H -0.567 -1.932 -2.772 -1.63
H -1.624 -4.674 -3.593 0.35
H -2.564 -3.298 -2.956 0.32
H -1.399 -4.132 -1.917 0.28
H -0.572 -3.245 -5.527 0.30
H 0.008 -1.618 -5.116 0.36
H -1.717 -1.995 -4.974 0.32
```

Summary:
E_LUMO: 3.437 eV
Charge: -2
Calculated total energy: -70214.545 eV
HOMO energy: 0.0051 hartree
Kohn-Sham gap: 0.1212 Ha

***

7.
ORCA calculation (ωB97M-V/def2-TZVPD) on C15H17N3O3STc as an isolated structure.

Geometry as XYZ:
```
40
Properties=species:S:1:pos:R:3:mulliken_spin:R:1
Tc -10.600 4.374 -14.267 2.10
N -11.597 5.550 -17.960 0.01
C -11.517 5.147 -16.694 0.00
O -10.510 5.575 -16.007 0.00
C -12.628 4.294 -16.203 0.02
C -12.005 3.310 -15.164 -0.09
H -10.934 6.260 -18.407 0.00
H -12.380 5.142 -18.405 0.00
H -13.189 3.958 -17.052 0.00
H -13.390 4.910 -15.606 0.00
H -11.784 2.340 -15.610 0.03
H -12.799 3.248 -14.400 0.02
C -5.424 -1.500 -14.274 0.02
C -6.441 -0.411 -13.909 0.20
C -7.429 0.164 -14.727 0.14
C -8.241 1.160 -14.184 0.01
C -7.996 1.660 -12.930 0.29
C -7.175 0.947 -12.015 -0.05
C -6.378 -0.070 -12.520 0.17
S -8.739 3.223 -12.363 0.00
O -8.399 4.260 -13.367 0.04
O -8.437 3.325 -10.975 0.01
N -10.372 3.169 -12.625 0.03
C -11.234 4.054 -11.906 0.04
C -11.524 4.085 -10.520 -0.02
C -12.292 5.082 -10.061 0.03
C -12.573 6.255 -10.854 -0.01
C -12.300 6.132 -12.192 0.02
N -11.714 5.052 -12.708 -0.06
H -4.510 -1.035 -14.741 0.05
H -5.845 -2.225 -14.934 0.01
H -5.171 -1.999 -13.329 0.00
H -7.629 -0.121 -15.750 0.00
H -9.150 1.360 -14.789 -0.01
H -7.170 1.172 -10.948 0.00
H -5.556 -0.484 -11.921 0.00
H -10.989 3.427 -9.844 0.00
H -12.810 5.023 -9.068 0.00
H -13.114 7.120 -10.524 0.00
H -12.406 7.039 -12.820 0.00
```

Summary:
E_LUMO (spin up / spin down): -6.856 / -11.091 eV
Spin multiplicity: 4
Charge: +2
Calculated total energy: -39457.036 eV
HOMO energy (spin up / spin down): -0.5535 / -0.5082 hartree
<S²>: 3.782
Kohn-Sham gap (spin up / spin down): 0.3015 / 0.1006 Ha
Energy relative to the best compared isomer or geometry (same formula, charge and spin): 8.6 kcal/mol

***

8.
ORCA calculation (ωB97M-V/def2-TZVPD) on a 3-piece molecular cluster, H2N3O2 overall.

Geometry as XYZ:
```
7
Properties=species:S:1:pos:R:3:mulliken_charge:R:1
N -0.771 -2.227 1.530 -0.12
N 0.120 -1.907 0.948 0.07
N -0.793 0.827 1.426 -0.02
O 0.369 0.338 1.357 -0.44
O -0.958 1.948 1.981 -0.48
H 1.045 0.417 -3.290 -0.06
H 0.988 0.604 -3.953 0.06
```

Summary:
E_LUMO: 5.092 eV
Charge: -1
Calculated total energy: -8596.132 eV
HOMO energy: -0.1087 hartree
Kohn-Sham gap: 0.2959 Ha
Energy relative to the best compared isomer or geometry (same formula, charge and spin): 4.4 kcal/mol

***

9.
ORCA calculation (ωB97M-V/def2-TZVPD) on C23H24NO11P2S2ScTe as an isolated structure.

Geometry as XYZ:
```
65
Properties=species:S:1:pos:R:3:mulliken_charge:R:1
Sc 1.264 0.178 1.130 0.93
C 3.583 -4.160 2.009 -1.66
C 3.152 -2.838 1.426 0.78
S 2.583 -1.657 2.606 -0.67
C 3.251 -2.579 0.116 0.41
C 3.868 -3.584 -0.859 -1.53
S 2.665 -1.126 -0.667 -0.40
H 3.193 -4.249 3.014 0.36
H 4.700 -4.219 2.067 0.29
H 3.241 -5.000 1.402 0.36
H 4.483 -4.330 -0.330 0.36
H 4.486 -3.031 -1.577 0.36
H 3.091 -4.097 -1.432 0.25
O -1.256 6.074 -0.149 -0.68
C -0.885 4.936 0.087 0.57
C 0.161 4.152 -0.709 -0.04
O 0.714 4.618 -1.705 -0.73
C 0.254 2.880 0.006 1.22
C -0.654 2.826 1.067 -0.43
O -0.723 1.814 1.835 0.17
C -1.404 4.059 1.197 -0.11
O -2.253 4.397 2.008 -0.70
O 1.050 1.838 -0.170 -0.58
N -0.048 -1.053 4.538 0.08
C -0.665 0.219 4.004 0.57
C -1.665 0.752 5.007 -1.83
P -1.635 -0.395 2.484 1.48
O -2.115 -1.839 3.082 -0.72
O -2.957 0.233 2.286 -0.97
O -0.554 -0.798 1.463 -0.75
P 0.756 1.487 3.988 1.12
O 1.551 0.895 5.278 -0.77
O 0.313 2.823 4.384 -0.82
O 1.730 1.221 2.843 -0.42
H -0.775 -1.781 4.579 0.47
H 0.402 -0.833 5.418 0.49
H 0.673 -1.408 3.879 -0.28
H -2.515 0.066 5.072 0.40
H -2.014 1.714 4.643 0.38
H -1.197 0.899 5.973 0.47
H -3.074 -1.731 3.131 0.32
H 2.330 0.389 4.954 0.36
Te 0.758 1.124 -2.869 0.39
C 0.336 0.470 -4.819 0.02
C 0.239 -0.870 -5.162 -0.32
C -0.075 -1.229 -6.474 -0.48
C -0.273 -0.267 -7.442 -0.42
C -0.133 1.083 -7.124 -0.52
C 0.157 1.441 -5.818 -0.42
C -1.103 0.511 -2.115 -0.06
C -1.304 -0.801 -1.713 -0.02
C -2.545 -1.204 -1.245 -0.47
C -3.577 -0.285 -1.126 -0.32
C -3.359 1.038 -1.512 -0.62
C -2.117 1.449 -1.989 -0.44
H 0.396 -1.646 -4.427 0.36
H -0.185 -2.277 -6.717 0.35
H -0.517 -0.581 -8.448 0.33
H -0.319 1.847 -7.872 0.35
H 0.217 2.485 -5.565 0.37
H -0.476 -1.510 -1.744 0.29
H -2.665 -2.226 -0.861 0.30
H -4.517 -0.559 -0.677 0.35
H -4.144 1.757 -1.421 0.37
H -1.901 2.485 -2.236 0.49
```

Summary:
E_LUMO: 4.071 eV
Charge: -2
Calculated total energy: -116506.463 eV
HOMO energy: -0.0686 hartree
Kohn-Sham gap: 0.2182 Ha
Energy relative to the best compared isomer or geometry (same formula, charge and spin): 15.5 kcal/mol

***

10.
ORCA calculation (ωB97M-V/def2-TZVPD) on an isolated molecule of CH4ClP.

Geometry as XYZ:
```
7
Properties=species:S:1:pos:R:3:mulliken_charge:R:1
C -0.107 -0.425 -0.048 -0.91
P 0.876 0.602 -1.275 0.12
Cl -0.824 0.574 -2.788 -0.29
H 0.519 -0.818 0.744 0.34
H -0.594 -1.253 -0.464 0.32
H -0.666 0.309 0.394 0.34
H 0.780 2.067 -0.981 0.09
```

Summary:
E_LUMO: -0.018 eV
Calculated total energy: -22912.572 eV
HOMO energy: -0.3463 hartree
Kohn-Sham gap: 0.3456 Ha
Energy relative to the best compared isomer or geometry (same formula, charge and spin): 2.4 kcal/mol

***

11.
ORCA calculation (ωB97M-V/def2-TZVPD) on C7H12 as an isolated structure.

Geometry as XYZ:
```
19
Properties=species:S:1:pos:R:3:mulliken_charge:R:1
C -0.736 -2.792 -0.099 -1.28
C -0.191 -1.373 0.387 -0.15
C -0.053 -0.152 -0.537 0.29
C -0.756 1.048 -0.386 -0.24
C -1.300 1.528 1.019 -1.48
C 2.225 1.269 -0.027 -0.96
C 1.140 0.778 -0.786 -0.22
H -1.771 -2.912 -0.320 0.37
H -0.507 -3.645 0.549 0.35
H -0.293 -3.002 -1.066 0.34
H 0.812 -1.549 0.784 0.26
H -0.916 -1.085 1.218 0.23
H -1.257 1.646 -1.143 0.37
H -1.541 2.565 1.092 0.42
H -0.708 1.394 1.835 0.38
H -2.261 0.967 1.105 0.34
H 2.479 0.823 0.869 0.32
H 2.806 2.010 -0.498 0.28
H 1.185 0.943 -1.855 0.36
```

Summary:
E_LUMO: 0.021 eV
Calculated total energy: -7448.182 eV
HOMO energy: -0.2587 hartree
Kohn-Sham gap: 0.2595 Ha
Energy relative to the best compared isomer or geometry (same formula, charge and spin): 121.1 kcal/mol

***

12.
ORCA calculation (ωB97M-V/def2-TZVPD) on C9H13BCaN2 as an isolated structure.

Geometry as XYZ:
```
26
Properties=species:S:1:pos:R:3:mulliken_charge:R:1
C 0.264 1.239 -2.365 -0.16
C 1.336 0.326 -2.266 -0.36
C 2.188 0.767 -1.206 -0.63
C 1.611 1.943 -0.650 -0.86
C 0.418 2.218 -1.359 -0.67
Ca 0.120 0.021 0.170 1.57
C 0.259 -2.529 -0.490 -1.01
C -0.985 -1.946 -0.998 0.58
C -1.653 -2.309 -2.218 -1.13
N -1.794 -0.861 -0.818 -0.73
H 3.117 0.277 -0.896 0.29
H 1.515 -0.527 -2.912 0.33
H 2.029 2.516 0.168 0.41
H -0.221 3.072 -1.207 0.38
H -0.528 1.189 -3.092 0.29
H 1.162 -2.533 -1.129 0.15
H -2.609 -0.169 -0.500 -0.02
H 0.290 -3.190 0.377 0.17
H -1.343 -3.185 -2.750 0.36
H -2.426 -1.618 -2.642 0.23
B -0.611 1.032 4.866 -0.40
C -0.231 0.572 3.544 0.45
N 0.074 0.224 2.457 -0.89
H -1.127 2.147 4.878 -0.13
H 0.504 1.107 5.573 -0.11
H -1.359 0.217 5.467 -0.12
```

Summary:
E_LUMO: 5.197 eV
Charge: -2
Calculated total energy: -31634.323 eV
HOMO energy: 0.0469 hartree
Kohn-Sham gap: 0.1441 Ha